1.
10
Properties=species:S:1:pos:R:3:mulliken_charge:R:1 method="wB97M-V/def2-TZVPD" e_lumo_ev=0.600 e_above_lowest_kcal_mol=8.7 gap_ha=0.331 homo_energy_ev=-8.415 e_tot_ha=-2573.4383
C 0.370 -0.952 -0.455 0.0278
N 0.470 0.071 -1.190 -0.5093
C 0.013 1.341 -0.760 -0.5490
Se -1.279 0.895 0.953 -0.0847
C -0.189 -0.811 0.979 -0.7043
H 0.647 -1.917 -0.630 0.4352
H 0.718 1.926 -0.335 0.3771
H -0.711 1.797 -1.454 0.3295
H -0.797 -1.643 1.354 0.3854
H 0.759 -0.707 1.538 0.2924

---

2.
18
Properties=species:S:1:pos:R:3:mulliken_charge:R:1 method="wB97M-V/def2-TZVPD" e_lumo_ev="-5.582 / -4.293" total_charge=+1 e_above_lowest_kcal_mol=174.6 gap_ha="0.343 / 0.299" homo_energy_ev="-14.904 / -12.435" e_tot_ha=-360.2968
C 0.426 1.205 -2.983 -0.3909
C 0.764 0.304 -1.972 -0.1271
C -0.856 0.513 1.554 -1.2436
C 1.117 -0.750 0.968 -1.1921
C 0.058 0.123 0.425 0.8860
N -0.608 1.926 -2.630 -0.5939
N -0.917 1.559 -1.405 0.0557
N -0.028 0.544 -0.887 0.4316
H 0.600 1.280 -4.109 0.3780
H 1.452 -0.495 -1.844 0.3821
H -0.255 1.291 2.193 0.3373
H -0.970 -0.500 2.173 0.3074
H -1.893 0.969 1.445 0.3995
H 0.786 -1.729 1.302 0.3961
H 1.513 -0.274 1.828 0.3584
H 1.788 -1.084 0.137 0.2673
H -1.062 -1.961 -0.781 0.0439
H -1.714 2.068 -0.901 0.3043

---

3.
19
Properties=species:S:1:pos:R:3:mulliken_charge:R:1 method="wB97M-V/def2-TZVPD" e_lumo_ev=-3.166 total_charge=+1 e_above_lowest_kcal_mol=18.2 gap_ha=0.399 homo_energy_ev=-14.033 e_tot_ha=-401.7200
O -0.949 2.292 -0.968 -0.4103
C -0.750 1.249 -0.426 0.1034
C -0.277 1.172 1.018 -0.4310
N 0.239 -0.220 1.267 -0.0698
C 1.147 -0.199 2.460 -0.8620
H -0.931 0.278 -0.886 0.1991
H 0.498 1.907 1.181 0.3672
H -1.122 1.396 1.655 0.3778
H -0.558 -0.789 1.554 0.3527
H 0.656 -0.578 0.400 0.3107
H 1.307 -1.209 2.838 0.3411
H 0.628 0.342 3.251 0.3833
H 2.095 0.264 2.231 0.3725
H -1.537 -0.209 -3.994 0.3016
H -1.756 -1.500 -3.126 0.3191
O -1.303 -0.646 -3.165 -0.6677
H 1.608 -1.243 -1.926 0.3474
H 0.164 -1.100 -2.031 0.3215
O 0.842 -1.208 -1.335 -0.6564

---

4.
59
Properties=species:S:1:pos:R:3:mulliken_charge:R:1 method="wB97M-V/def2-TZVPD" e_lumo_ev=0.763 total_charge=-1 e_above_lowest_kcal_mol=82.0 gap_ha=0.199 homo_energy_ev=-4.639 e_tot_ha=-4956.7734
Ti 0.245 -0.225 0.805 0.4899
O -0.578 1.124 -0.258 -0.3994
C -0.768 0.234 -1.174 1.5068
O -0.484 -0.952 -0.794 -0.5838
C -1.280 0.625 -2.493 0.2211
C -1.591 1.977 -2.626 -0.5990
C -2.166 2.468 -3.780 -0.8633
C -2.446 1.597 -4.820 -0.4101
C -2.111 0.256 -4.714 -0.5667
C -1.500 -0.253 -3.567 0.3001
S -1.034 -1.972 -3.588 -0.3665
H -1.380 2.631 -1.789 0.5105
H -2.395 3.522 -3.872 0.3906
H -2.924 1.967 -5.721 0.3878
H -2.309 -0.424 -5.530 0.4427
F 4.128 -4.180 -1.383 -0.3003
C 3.156 -3.380 -0.702 -0.0482
F 4.030 -2.860 0.358 -0.3780
F 2.505 -4.379 0.060 -0.3312
S 2.826 -0.515 0.733 0.6548
O 1.614 -1.525 0.767 -0.0831
O 1.971 0.758 0.414 -0.4388
N 3.167 -0.353 2.348 -0.6351
S 1.903 -0.380 3.258 1.1642
O 2.137 0.013 4.604 -0.6262
O 0.683 0.270 2.597 -0.4255
C 1.302 -2.171 3.453 0.7932
F 2.214 -3.009 3.031 -0.1975
F 1.081 -2.358 4.747 -0.2447
F 0.163 -2.375 2.803 -0.2042
N 1.840 -1.798 -4.888 -0.4802
C 3.045 -1.944 -4.048 -0.6436
C 3.173 -0.806 -3.054 -0.8054
N 1.906 -0.576 -2.372 -0.2419
H 0.303 -1.720 -3.721 0.2921
H 1.839 -2.467 -5.643 0.2040
H 1.780 -0.867 -5.280 0.1952
H 3.968 -1.988 -4.633 0.3858
H 2.954 -2.875 -3.486 0.3272
H 3.434 0.115 -3.591 0.5062
H 3.989 -1.055 -2.373 0.3081
H 1.970 0.221 -1.763 0.2216
H 1.670 -1.405 -1.823 0.1900
O -3.626 -0.142 6.130 -0.6739
S -2.381 0.273 5.552 1.2117
O -1.229 0.349 6.396 -0.6259
N -2.087 -0.661 4.205 -0.5022
C -2.197 0.033 3.128 0.4234
S -2.164 -0.662 1.520 -0.3993
C -2.464 1.499 3.328 0.6211
C -2.578 2.498 2.381 -0.2941
C -2.885 3.782 2.818 -0.7942
C -3.070 4.056 4.170 -0.3896
C -2.928 3.054 5.123 -0.6966
C -2.618 1.790 4.668 -0.1273
H -2.430 2.274 1.334 0.4291
H -2.989 4.583 2.094 0.3964
H -3.327 5.061 4.482 0.3785
H -3.058 3.246 6.181 0.4238

---

5.
113
Properties=species:S:1:pos:R:3:mulliken_charge:R:1 method="wB97M-V/def2-TZVPD" e_lumo_ev=-13.684 total_charge=+7 e_above_lowest_kcal_mol=86.4 gap_ha=0.115 homo_energy_ev=-16.815 e_tot_ha=-2758.1377
C -0.573 13.890 -6.366 -0.8850
N -1.777 13.177 -6.220 0.0902
C -2.915 13.614 -6.901 -0.2696
C -4.093 12.854 -6.802 -0.7230
C -4.097 11.700 -5.975 0.8828
C -2.926 11.270 -5.406 -0.7520
C -1.827 12.068 -5.446 -0.1726
C -5.328 11.045 -5.571 0.7607
C -6.394 11.826 -5.190 -0.5242
C -7.526 11.220 -4.630 -0.5222
N -7.716 9.855 -4.701 0.0488
C -6.699 9.017 -5.036 -0.1485
C -5.496 9.601 -5.434 -0.7418
C -8.973 9.228 -4.301 -0.7144
H -0.697 14.943 -6.116 0.3724
H -0.183 13.835 -7.382 0.3860
H 0.195 13.445 -5.733 0.2836
H -2.853 14.552 -7.434 0.4939
H -5.029 13.221 -7.196 0.5687
H -2.951 10.464 -4.687 0.4129
H -0.949 11.704 -4.932 0.3359
H -6.369 12.905 -5.190 0.5011
H -8.389 11.799 -4.337 0.4622
H -6.936 7.963 -5.047 0.4249
H -4.653 8.960 -5.644 0.4904
H -8.900 8.171 -4.560 0.2639
H -9.841 9.820 -4.592 0.3144
H -8.919 9.240 -3.213 0.3455
C -11.024 -0.129 -0.696 -0.9213
N -11.017 -1.542 -0.283 0.0324
C -11.437 -2.538 -1.199 -0.3631
C -11.293 -3.855 -0.864 -0.5879
C -10.799 -4.246 0.351 0.8397
C -10.299 -3.277 1.287 -0.8030
C -10.507 -1.911 0.911 -0.1143
C -10.832 -5.707 0.666 1.0105
C -9.838 -6.294 1.461 -0.7310
C -9.848 -7.676 1.662 -0.2481
N -10.786 -8.435 1.134 -0.0116
C -11.797 -7.918 0.410 -0.1553
C -11.840 -6.502 0.183 -0.7750
C -10.725 -9.930 1.329 -0.8120
H -10.064 0.029 -1.188 0.3769
H -10.967 0.443 0.231 0.2911
H -11.976 -0.023 -1.215 0.4091
H -11.651 -2.233 -2.213 0.4541
H -11.482 -4.485 -1.721 0.4922
H -9.871 -3.497 2.253 0.4268
H -10.188 -1.106 1.557 0.3763
H -9.034 -5.702 1.873 0.3881
H -9.105 -8.092 2.326 0.3829
H -12.503 -8.670 0.090 0.4410
H -12.646 -6.080 -0.400 0.5771
H -11.764 -10.257 1.369 0.3188
H -10.184 -10.198 2.236 0.3407
H -10.269 -10.307 0.413 0.3656
C 4.211 6.010 -5.189 -0.8915
N 3.162 5.531 -4.256 0.0123
C 3.171 4.209 -3.766 -0.4387
C 2.096 3.868 -2.983 -0.6071
C 1.085 4.771 -2.643 0.9607
C 1.261 6.171 -3.028 -0.8570
C 2.299 6.521 -3.889 0.0160
C -0.081 4.375 -1.869 0.7735
C -0.059 3.333 -0.929 -0.6345
C -1.208 2.807 -0.370 -0.3384
N -2.417 3.477 -0.659 0.0440
C -2.503 4.544 -1.497 -0.0847
C -1.349 5.035 -2.108 -0.8562
C -3.702 3.049 0.003 -0.9961
H 5.125 5.707 -4.677 0.3520
H 4.192 7.076 -5.417 0.3426
H 4.059 5.351 -6.043 0.3729
H 4.046 3.654 -4.072 0.5062
H 1.858 2.882 -2.613 0.5350
H 0.587 6.957 -2.722 0.4584
H 2.458 7.521 -4.263 0.3789
H 0.819 2.859 -0.514 0.5069
H -1.289 1.875 0.170 0.4856
H -3.410 5.074 -1.748 0.3988
H -1.543 5.830 -2.813 0.4281
H -4.487 3.739 -0.306 0.3732
H -3.607 3.132 1.085 0.3868
H -4.145 2.139 -0.402 0.3524
C -9.569 16.494 7.899 -0.7865
N -9.446 15.364 6.988 0.0246
C -8.390 15.403 6.099 -0.3736
C -8.062 14.352 5.229 -0.6631
C -8.959 13.275 5.141 0.6900
C -10.032 13.227 6.012 -0.6786
C -10.168 14.251 6.980 -0.0799
C -8.641 12.159 4.213 0.9410
C -8.667 10.844 4.581 -0.5679
C -8.280 9.810 3.777 -0.4317
N -7.932 10.069 2.457 0.0625
C -7.825 11.329 2.039 -0.1527
C -8.159 12.323 2.931 -0.7163
C -7.628 8.941 1.595 -0.9311
H -10.311 16.149 8.620 0.2600
H -9.926 17.350 7.326 0.3849
H -8.659 16.797 8.416 0.3779
H -7.754 16.274 6.155 0.4739
H -7.295 14.440 4.474 0.4179
H -10.726 12.405 5.926 0.5644
H -10.969 14.288 7.704 0.4014
H -8.932 10.655 5.611 0.5237
H -8.288 8.742 3.937 0.4518
H -7.452 11.509 1.042 0.4586
H -7.870 13.287 2.542 0.3399
H -6.582 8.677 1.752 0.3177
H -7.851 9.352 0.611 0.2580
H -8.341 8.144 1.804 0.4277
Cl -8.192 4.583 -2.207 -0.9602

---

6.
19
Properties=species:S:1:pos:R:3:mulliken_charge:R:1 method="wB97M-V/def2-TZVPD" e_lumo_ev="-1.139 / -1.629" e_above_lowest_kcal_mol=115.8 gap_ha="0.322 / 0.229" homo_energy_ev="-9.911 / -7.862" e_tot_ha=-2594.2343
C -0.367 -0.884 0.650 -0.9435
C 1.305 0.182 -1.649 -1.3005
C 2.569 0.287 1.085 -1.0516
N 0.109 1.846 0.735 -0.1595
Si 0.924 0.463 0.164 0.4894
Si -3.466 -0.710 -0.129 0.6984
Cl 0.312 3.281 -0.097 -0.0565
Cl -4.288 -2.521 -0.516 -0.2112
Cl -3.906 -0.240 1.772 -0.1975
Cl -3.963 0.809 -1.418 -0.2218
H -0.923 -0.520 1.406 0.3930
H -1.067 -1.049 -0.245 -0.0608
H 0.002 -1.856 0.869 0.4308
H 0.514 0.074 -2.337 0.4301
H 1.762 1.000 -2.273 0.3450
H 1.865 -0.639 -1.831 0.4482
H 3.169 -0.561 0.695 0.3097
H 3.022 1.185 1.032 0.3307
H 2.428 -0.147 2.087 0.3277

---

7.
42
Properties=species:S:1:pos:R:3:mulliken_charge:R:1 method="wB97M-V/def2-TZVPD" e_lumo_ev="0.047 / -4.253" total_charge=-1 multiplicity=2 gap_ha="0.300 / 0.134" homo_energy_ev="-8.105 / -7.912" e_tot_ha=-3432.7763
O -6.250 16.487 -16.070 -0.6717
V -4.923 16.427 -15.131 1.5252
O -4.128 15.197 -15.722 -0.4005
O -5.684 21.522 -13.846 -0.6393
C -5.113 20.737 -13.076 0.3502
O -4.449 21.072 -12.025 -0.5201
B -4.032 19.878 -11.291 0.9599
O -4.265 18.723 -12.240 -0.0942
C -5.050 19.176 -13.246 0.7394
O -5.476 18.440 -14.175 -0.6924
O -4.790 19.625 -10.061 -0.4695
C -3.919 19.105 -9.157 0.4724
O -4.169 18.497 -8.132 -0.5732
C -2.451 19.287 -9.774 0.7337
O -2.634 19.945 -10.880 -0.4409
O -1.364 18.879 -9.269 -0.6596
O 0.633 16.764 -10.208 -0.3037
C 0.484 16.993 -11.408 0.8413
O -0.584 17.410 -11.997 0.0546
B -0.338 17.657 -13.459 1.2502
O 0.945 17.009 -13.743 -0.4889
C 1.481 16.700 -12.540 0.1245
O 2.575 16.160 -12.407 -0.4547
O -0.399 19.071 -13.803 -0.5703
C -1.387 19.270 -14.698 0.5679
O -1.768 20.342 -15.140 -0.5884
C -2.059 17.858 -14.991 0.5750
O -1.378 16.955 -14.280 -0.2890
O -3.087 17.691 -15.623 -0.6422
O 1.562 13.437 -13.434 -0.6553
C 0.416 13.218 -12.991 0.6766
O -0.353 14.173 -12.596 -0.3408
B -1.726 13.722 -12.274 1.2835
O -1.703 12.224 -12.429 -0.4930
C -0.473 11.887 -12.820 0.3015
O -0.086 10.784 -13.095 -0.5700
O -2.007 14.308 -10.935 -0.5665
C -3.041 15.082 -10.987 0.5813
O -3.394 15.792 -10.045 -0.6366
C -3.582 15.024 -12.452 0.8813
O -2.755 14.237 -13.126 -0.5261
O -4.548 15.686 -12.848 -0.6317

---

8.
4
Properties=species:S:1:pos:R:3:mulliken_charge:R:1 method="wB97M-V/def2-TZVPD" e_lumo_ev=3.780 total_charge=-1 e_above_lowest_kcal_mol=5.6 gap_ha=0.263 homo_energy_ev=-3.365 e_tot_ha=-374.2239
I 2.730 0.822 1.971 -0.9861
O -1.172 -0.553 -0.579 -0.6625
H -0.902 -0.226 -1.437 0.3041
H -0.656 -0.043 0.045 0.3445

---

9.
13
Properties=species:S:1:pos:R:3:mulliken_charge:R:1 method="wB97M-V/def2-TZVPD" e_lumo_ev=0.465 e_above_lowest_kcal_mol=116.3 gap_ha=0.339 homo_energy_ev=-8.765 e_tot_ha=-340.6095
O -3.042 0.523 1.014 -0.4432
C -1.768 0.607 0.661 0.4665
C -0.974 0.663 -0.388 -0.4211
N -0.646 0.353 1.375 -0.4244
H -3.626 0.585 0.239 0.3271
H -1.095 0.029 -1.270 0.2500
H -0.753 -0.576 1.829 0.2143
C 2.289 -0.062 -0.327 -0.7961
C 1.450 -1.110 -0.885 0.3897
N 0.730 -1.895 -1.334 -0.4482
H 3.302 -0.402 -0.112 0.3263
H 1.882 0.336 0.605 0.2966
H 2.326 0.773 -1.031 0.2624

---

10.
142
Properties=species:S:1:pos:R:3:mulliken_charge:R:1 method="wB97M-V/def2-TZVPD" e_lumo_ev=0.544 e_above_lowest_kcal_mol=15.4 gap_ha=0.317 homo_energy_ev=-8.090 e_tot_ha=-2427.5242
C -4.456 0.128 2.380 -0.4985
O -5.121 1.361 2.211 -0.4370
C -6.102 1.634 3.207 -0.9095
C -7.328 0.696 3.097 0.8935
C -8.263 1.100 1.940 -1.4163
N -8.023 0.615 4.380 -0.7709
H -3.698 0.173 1.593 0.0106
H -5.103 -0.734 2.217 0.4540
H -3.894 0.025 3.315 0.2633
H -5.703 1.584 4.224 0.3663
H -6.464 2.652 3.050 0.3936
H -7.048 -0.318 2.813 0.0161
H -8.715 2.092 1.997 0.3695
H -9.039 0.336 1.932 0.3568
H -7.672 1.109 1.024 0.3182
H -8.231 1.572 4.670 0.2580
H -7.513 0.298 5.197 0.2630
C 3.542 3.206 1.134 -0.2799
O 4.651 3.847 0.554 -0.4100
C 5.681 3.003 0.121 -0.1345
C 6.740 3.834 -0.574 0.5167
C 6.405 4.366 -1.955 -1.4689
N 8.038 3.178 -0.599 -0.7800
H 3.028 2.640 0.344 0.0174
H 2.898 3.950 1.594 0.2132
H 3.824 2.452 1.881 0.2807
H 6.133 2.546 1.015 0.3176
H 5.362 2.169 -0.521 -0.0264
H 6.826 4.723 0.071 0.2178
H 7.265 4.910 -2.349 0.3915
H 5.496 4.956 -2.061 0.3382
H 6.273 3.551 -2.677 0.2959
H 8.768 3.855 -0.812 0.2841
H 8.354 2.923 0.336 0.2653
C 0.020 6.129 1.702 -0.6965
O 0.236 5.014 2.517 -0.4306
C -0.237 3.804 1.975 -0.3375
C -1.750 3.623 2.176 0.8070
C -2.083 3.402 3.625 -1.5973
N -2.264 2.532 1.350 -0.4005
H 0.724 6.246 0.872 0.2265
H 0.072 7.063 2.265 0.3386
H -0.975 6.225 1.250 0.2716
H 0.065 3.675 0.929 0.1458
H 0.240 3.003 2.550 0.1504
H -2.176 4.562 1.796 0.2516
H -1.645 2.478 4.011 0.3080
H -3.171 3.329 3.717 0.3268
H -1.770 4.199 4.299 0.3763
H -2.232 2.788 0.365 0.1850
H -3.255 2.355 1.501 0.1355
C 3.108 2.295 -3.307 -0.3138
O 2.243 3.414 -3.294 -0.4542
C 0.890 3.024 -3.418 0.2323
C 0.031 4.273 -3.516 0.4036
C 0.004 5.077 -2.206 -1.3813
N -1.389 3.878 -3.711 -0.7043
H 2.981 1.747 -2.366 0.0645
H 4.129 2.660 -3.394 0.0885
H 2.929 1.610 -4.142 0.3407
H 0.690 2.405 -4.300 0.2830
H 0.655 2.419 -2.534 -0.2611
H 0.254 5.006 -4.296 0.2965
H 1.020 5.383 -1.937 0.3540
H -0.337 4.468 -1.367 0.1237
H -0.595 5.985 -2.263 0.4706
H -1.929 4.730 -3.852 0.2730
H -1.518 3.468 -4.639 0.1980
C -1.395 0.324 -5.541 -0.7061
O -0.856 -0.954 -5.282 -0.3301
C -1.740 -1.875 -4.666 -0.9466
C -1.694 -1.847 -3.130 0.4822
C -0.280 -2.074 -2.645 -1.1639
N -2.598 -2.898 -2.638 -0.5467
H -0.595 0.868 -6.042 0.2578
H -1.655 0.864 -4.626 0.2435
H -2.245 0.306 -6.228 0.3503
H -2.768 -1.748 -5.028 0.4472
H -1.400 -2.835 -5.063 0.3453
H -2.106 -0.913 -2.743 0.2280
H 0.422 -1.415 -3.162 0.4694
H 0.071 -3.091 -2.820 0.3521
H -0.206 -1.764 -1.600 -0.0929
H -3.548 -2.670 -2.923 0.2897
H -2.467 -3.827 -3.031 0.2147
C -4.481 -3.196 4.534 -0.7995
O -4.501 -3.234 3.125 -0.3030
C -3.189 -3.169 2.546 -0.8974
C -3.393 -2.989 1.047 0.8460
C -4.037 -4.197 0.385 -1.6891
N -2.100 -2.733 0.394 0.4146
H -5.540 -3.157 4.795 0.2824
H -4.008 -2.296 4.941 0.2898
H -4.024 -4.073 5.001 0.3047
H -2.549 -2.394 2.972 0.4810
H -2.778 -4.166 2.746 0.4935
H -3.992 -2.094 0.854 -0.0657
H -4.215 -3.951 -0.661 0.3503
H -5.011 -4.421 0.821 0.4588
H -3.380 -5.058 0.518 0.3117
H -1.794 -1.760 0.407 -0.3249
H -2.143 -2.921 -0.612 -0.1069
C 3.849 -6.851 1.972 -0.7294
O 2.476 -6.585 1.808 -0.3648
C 2.213 -5.209 1.748 -0.2063
C 0.743 -4.906 1.577 0.5490
C 0.218 -5.387 0.205 -0.7524
N 0.375 -3.481 1.792 -0.5821
H 4.037 -7.908 2.162 0.2822
H 4.312 -6.341 2.822 0.2985
H 4.319 -6.603 1.013 0.2650
H 2.442 -4.769 2.731 0.4117
H 2.806 -4.656 1.010 -0.1661
H 0.179 -5.456 2.340 0.2369
H 0.359 -6.473 0.175 0.4244
H 0.930 -4.996 -0.531 -0.1459
H -0.796 -5.081 -0.010 0.1881
H 1.080 -2.936 1.297 0.0388
H -0.532 -3.339 1.314 0.4257
C 4.462 -0.549 0.837 -0.9115
O 3.892 -1.156 -0.314 0.1338
C 4.926 -1.691 -1.109 -1.0770
C 4.311 -2.593 -2.182 0.7890
C 3.623 -3.792 -1.541 -0.9195
N 5.268 -3.021 -3.193 -0.8645
H 5.399 -0.009 0.662 0.3854
H 4.799 -1.394 1.453 0.3993
H 3.736 0.052 1.374 0.0703
H 5.485 -0.866 -1.570 0.3507
H 5.633 -2.295 -0.527 0.3875
H 3.561 -1.960 -2.681 0.1553
H 4.312 -4.328 -0.887 0.3253
H 3.228 -4.473 -2.296 0.4125
H 2.758 -3.457 -0.968 -0.2473
H 4.792 -3.447 -3.983 0.2909
H 5.646 -2.186 -3.643 0.3001
C 0.566 0.391 0.434 -0.2124
O -0.703 0.099 0.982 -0.2426
H 1.169 -0.518 0.385 -0.1097
H 0.445 0.741 -0.601 0.1280
H 1.145 1.136 0.989 0.2474
H -1.142 0.952 1.202 0.0516